Record 1
Formula: C30H38N4O2V
Source: OMol25
Level of theory: ωB97M-V with the def2-TZVPD basis set

Each line ends with the Löwdin spin population.
CARTESIAN COORDINATES (ANGSTROEM)
V -0.180 -0.321 0.070  1.888
O -4.114 -0.326 0.613  -0.002
C -2.964 -0.054 0.409  0.006
O -1.963 -0.905 0.286  0.025
C -2.523 1.391 0.245  0.004
C -3.413 2.443 0.305  0.000
C -2.927 3.728 0.128  0.000
C -1.570 3.913 -0.103  0.000
C -0.744 2.807 -0.143  0.003
N -1.210 1.565 0.026  0.006
H -4.456 2.225 0.487  0.000
H -3.593 4.579 0.168  0.000
H -1.156 4.900 -0.246  0.000
H 0.321 2.903 -0.312  0.000
C 2.543 1.082 2.692  0.001
C 1.015 1.087 2.710  0.006
C 0.464 2.443 3.139  0.000
C 0.478 -0.077 3.522  -0.002
C 0.249 0.077 4.879  0.001
C -0.205 -0.989 5.638  -0.003
C -0.470 -2.197 5.025  0.001
C -0.270 -2.405 3.660  -0.003
C -0.719 -3.769 3.133  0.000
C 0.373 -4.844 3.195  0.000
C -1.446 -3.779 1.788  0.000
C 0.263 -1.332 2.928  0.002
N 0.581 -1.454 1.539  -0.016
C 1.399 -2.394 1.106  0.009
C 1.466 -2.608 -0.264  0.001
C 2.211 -3.447 -1.107  0.022
C 1.805 -3.155 -2.396  -0.002
C 0.810 -2.150 -2.311  0.019
N 0.610 -1.824 -1.034  -0.010
C 0.059 -1.523 -3.459  0.002
C -0.880 -0.424 -2.957  0.008
C -0.769 -2.609 -4.159  0.001
C 1.062 -0.919 -4.449  0.001
H 2.929 1.901 2.080  0.000
H 2.929 0.138 2.303  0.000
H 2.926 1.208 3.706  0.000
H 0.692 0.954 1.667  0.004
H 0.833 2.727 4.125  0.000
H -0.626 2.440 3.173  0.000
H 0.788 3.219 2.443  0.000
H 0.424 1.032 5.354  0.000
H -0.380 -0.869 6.699  0.000
H -0.874 -3.012 5.614  0.000
H -1.468 -4.076 3.867  0.000
H 1.084 -4.760 2.373  0.000
H -0.083 -5.832 3.116  0.000
H 0.925 -4.800 4.135  0.000
H -0.776 -3.689 0.934  0.000
H -2.185 -2.983 1.723  0.000
H -1.967 -4.731 1.682  0.000
H 1.981 -2.974 1.815  0.000
H 2.936 -4.183 -0.797  0.001
H 2.146 -3.628 -3.303  -0.001
H -1.617 -0.831 -2.259  0.001
H -1.437 0.010 -3.788  0.001
H -0.315 0.394 -2.496  0.003
H -1.501 -3.040 -3.475  0.000
H -0.130 -3.415 -4.521  0.000
H -1.300 -2.184 -5.012  0.000
H 1.666 -0.146 -3.966  0.000
H 0.537 -0.467 -5.291  0.000
H 1.738 -1.680 -4.840  0.000
C 4.031 2.157 -2.658  0.001
C 4.056 1.177 -1.479  0.002
C 2.715 0.896 -0.982  0.010
N 1.655 0.665 -0.615  0.007
H 5.051 2.339 -2.988  0.000
H 3.588 3.108 -2.369  0.000
H 3.466 1.747 -3.494  0.000
H 4.644 1.569 -0.648  0.000
H 4.494 0.220 -1.770  0.000

Properties
E_HOMO (alpha / beta) ... -10.56 / -10.57 eV
Energy relative to the best compared isomer or geometry (same formula, charge and spin) ... 0.384 eV
Charge ... +1
Spin multiplicity ... 3


Record 2
Formula: H16HgO8
Source: OMol25
Level of theory: ωB97M-V with the def2-TZVPD basis set

Each line ends with the natural charge from an NBO analysis.
CARTESIAN COORDINATES (ANGSTROEM)
Hg -0.068 0.166 -0.044  1.733
O -1.516 2.273 0.040  -0.965
H -1.348 2.855 0.793  0.501
H -2.477 2.266 0.008  0.499
O 0.300 -1.209 -2.349  -1.002
H 1.062 -1.062 -2.972  0.507
H -0.186 -2.044 -2.510  0.515
O -2.145 -0.490 -0.866  -0.964
H -2.309 -1.458 -0.914  0.515
H -2.879 -0.133 -0.404  0.500
O 1.011 1.767 1.468  -0.996
H 0.716 1.844 2.367  0.513
H 1.478 2.579 1.190  0.515
O 2.113 -0.788 0.255  -0.976
H 2.478 -1.396 -0.417  0.505
H 2.854 -0.260 0.524  0.508
O 1.425 1.351 -1.454  -0.969
H 1.880 0.883 -2.113  0.499
H 1.980 2.081 -1.150  0.509
O -1.135 -0.166 2.221  -0.990
H -1.977 -0.657 2.331  0.506
H -0.700 -0.296 3.075  0.511
O -0.185 -2.317 0.219  -0.995
H -0.873 -2.810 0.703  0.505
H 0.501 -2.981 -0.002  0.514

Properties
E_HOMO ... -18.96 eV
Energy relative to the best compared isomer or geometry (same formula, charge and spin) ... 0.714 eV
Charge ... +2


Record 3
Formula: C33H20BrF5N4O5S2Ta
Source: OMol25
Level of theory: ωB97M-V with the def2-TZVPD basis set

Each line ends with the Löwdin charge.
CARTESIAN COORDINATES (ANGSTROEM)
Ta -0.632 -0.409 -0.286  1.537
C -0.481 -1.810 -3.965  -0.022
C -1.182 -0.505 -3.813  -0.291
C -1.415 0.222 -5.008  -0.001
C -2.188 1.337 -5.002  0.029
C -2.841 1.699 -3.803  -0.147
C -3.804 2.729 -3.737  -0.012
C -4.496 2.951 -2.580  -0.050
C -4.249 2.154 -1.448  -0.077
C -3.285 1.180 -1.487  -0.567
S -2.926 0.214 -0.077  0.731
C -2.547 0.943 -2.656  -0.249
N -1.629 -0.086 -2.638  0.050
H -0.992 -2.368 -4.752  0.106
H -0.487 -2.402 -3.060  0.067
H 0.540 -1.659 -4.303  0.088
H -0.973 -0.151 -5.923  0.127
H -2.363 1.907 -5.906  0.132
H -4.000 3.317 -4.625  0.123
H -5.248 3.727 -2.530  0.116
H -4.819 2.309 -0.541  0.113
O 0.859 -0.857 2.962  0.076
C -0.226 -0.329 2.825  -0.484
O -0.792 -0.158 1.634  -0.358
C -1.025 0.189 3.960  -0.120
C -2.308 0.689 3.761  0.016
C -3.039 1.153 4.841  0.030
C -2.456 1.111 6.092  -0.117
C -1.180 0.628 6.317  0.029
C -0.461 0.158 5.233  0.021
N -3.237 1.612 7.253  -0.345
O -4.363 2.008 7.034  0.094
O -2.689 1.613 8.334  0.097
H -2.733 0.719 2.767  0.087
H -4.040 1.541 4.729  0.127
H -0.775 0.627 7.318  0.127
H 0.539 -0.233 5.363  0.127
S -0.571 -2.968 0.423  0.700
C 1.035 -3.546 0.625  -0.733
N 1.901 -2.904 1.440  0.105
C 3.170 -3.319 1.617  -0.019
C 3.598 -4.443 0.977  -0.003
C 2.645 -5.107 0.194  -0.064
N 1.409 -4.676 0.017  0.103
H 1.563 -2.079 1.966  0.094
H 3.778 -2.716 2.278  0.153
H 4.606 -4.812 1.088  0.123
H 2.903 -6.031 -0.313  0.130
F 6.235 -1.672 -1.184  0.152
C 4.918 -1.536 -1.254  -0.141
C 4.184 -2.260 -2.172  -0.138
F 4.800 -3.105 -2.991  0.148
C 2.803 -2.139 -2.238  -0.137
F 2.166 -2.940 -3.085  0.128
C 2.111 -1.255 -1.409  -0.216
O 0.774 -1.070 -1.455  -0.321
C 2.879 -0.592 -0.451  -0.153
F 2.242 0.107 0.503  0.096
C 4.251 -0.708 -0.370  -0.146
F 4.917 -0.067 0.586  0.144
Br 2.082 5.778 -0.991  0.787
C 1.314 4.073 -0.770  -0.684
C 1.327 3.176 -1.827  -0.112
C 0.768 1.921 -1.655  -0.111
C 0.180 1.538 -0.437  -0.307
C 0.183 2.477 0.604  -0.089
C 0.741 3.733 0.447  -0.108
H 1.772 3.458 -2.773  0.107
H 0.792 1.234 -2.494  0.095
H -0.270 2.235 1.557  0.098
H 0.736 4.446 1.261  0.109

Properties
E_HOMO ... -11.13 eV
Energy relative to the best compared isomer or geometry (same formula, charge and spin) ... 0.816 eV
Charge ... +1